A | 12
Properties=species:S:1:pos:R:3:nbo_charge:R:1 method="wB97M-V/def2-TZVPD" molar_mass_g_mol=184.00 total_charge=+1 spin_multiplicity=1 homo_lumo_gap_ev="3.64 / 3.64"
C -4.16 2.94 -0.23 0.3455
C -3.45 0.07 -1.45 -0.3119
H 8.55 -3.08 -0.02 0.3779
H -4.69 2.29 1.78 0.3592
H 7.56 -2.52 1.12 0.3599
N 7.64 -2.75 0.18 -1.1161
C -4.15 2.37 0.85 -0.5436
H 6.79 -2.99 -0.28 0.3783
H -3.92 3.73 -0.95 0.2911
H -3.41 1.57 0.99 0.3522
H -3.65 -0.64 -2.24 0.1343
I -3.11 -0.99 0.25 0.3732

***

B | 12
Properties=species:S:1:pos:R:3:nbo_charge:R:1 method="wB97M-V/def2-TZVPD" molar_mass_g_mol=184.00 total_charge=+1 spin_multiplicity=1 homo_lumo_gap_ev=9.42
C -1.03 -0.22 -0.37 -0.1489
H -1.35 1.09 -2.21 0.4758
H -0.31 -1.53 0.92 0.2410
C 1.59 -0.29 1.20 -0.5330
H 1.92 0.73 0.91 0.2180
I -2.76 -1.45 -0.52 0.2973
N -0.87 0.97 -1.19 -0.7496
H 2.12 -1.04 0.66 0.2435
H 1.46 -0.40 2.22 0.2420
C 0.01 -0.51 0.48 -0.2085
H -0.96 1.90 -0.78 0.4506
H 0.17 0.76 -1.32 0.4717

***

In terms of stability, B leads; the second structure lies 539.4 kJ/mol higher.

***

A | 10
Properties=species:S:1:pos:R:3:nbo_charge:R:1 method="wB97M-V/def2-TZVPD" molar_mass_g_mol=71.08 spin_multiplicity=1 homo_lumo_gap_ev=10.83 smiles="O=CN1CC1"
H -0.37 -1.44 -1.07 0.2207
H -1.40 1.15 1.06 0.2096
H -1.20 -1.60 0.57 0.2032
C -0.66 -0.94 -0.10 -0.2138
N 0.27 -0.01 0.40 -0.4516
H -1.24 1.15 -0.77 0.1969
C 1.52 0.27 0.00 0.5397
C -0.97 0.64 0.16 -0.2460
O 2.28 -0.56 -0.44 -0.5734
H 1.76 1.33 0.19 0.1147

***

B | 10
Properties=species:S:1:pos:R:3:nbo_charge:R:1 method="wB97M-V/def2-TZVPD" molar_mass_g_mol=71.08 spin_multiplicity=1 homo_lumo_gap_ev=10.24
H -0.27 -0.42 2.23 0.3703
O 0.21 2.16 0.94 -0.5543
H -1.08 -1.53 -0.57 0.2084
C 0.27 0.35 -0.84 -0.5448
C -0.20 -0.96 -0.23 -0.2329
H 1.34 0.38 -1.21 0.2357
H -0.27 0.77 -1.70 0.2391
H 0.68 -1.68 -0.11 0.1980
N -0.68 -0.12 0.96 -0.6028
C 0.00 1.04 0.53 0.6833

***

In terms of stability, A leads; the second structure lies 24.3 kJ/mol higher.

***

A | 10
Properties=species:S:1:pos:R:3:nbo_charge:R:1 method="wB97M-V/def2-TZVPD" molar_mass_g_mol=71.08 spin_multiplicity=1 homo_lumo_gap_ev=8.60
O -1.37 -0.86 -0.50 -0.8210
H 1.09 0.61 -1.28 0.2123
C 0.47 1.10 -0.52 -0.6916
H -0.32 1.68 -1.00 0.2308
H 1.09 1.80 0.04 0.2606
C -0.09 0.21 0.53 -0.0498
H -1.32 -1.77 -0.18 0.4989
N 1.36 -1.64 1.59 -0.2949
C 0.75 -0.82 1.05 0.1355
H -1.66 -0.32 0.28 0.5193

***

B | 10
Properties=species:S:1:pos:R:3:nbo_charge:R:1 method="wB97M-V/def2-TZVPD" molar_mass_g_mol=71.08 spin_multiplicity=1 homo_lumo_gap_ev=12.10 smiles=C[C@@H](O)C#N
H -1.30 -0.21 -1.20 0.2372
C -1.17 -0.04 -0.13 -0.6153
C 0.31 -0.23 0.22 0.0037
C 0.96 1.10 0.28 0.2419
H 0.41 -0.69 1.21 0.2023
H -1.80 -0.74 0.42 0.2214
H 1.81 -1.24 -0.52 0.4781
N 1.42 2.16 0.36 -0.3113
H -1.49 0.98 0.11 0.2292
O 0.90 -1.05 -0.77 -0.6872

***

In terms of stability, B leads; the second structure lies 306.3 kJ/mol higher.

***

A | 10
Properties=species:S:1:pos:R:3:nbo_charge:R:1 method="wB97M-V/def2-TZVPD" molar_mass_g_mol=71.08 spin_multiplicity=1 homo_lumo_gap_ev=11.47 smiles=COCC#N
C 0.03 0.27 1.30 0.2487
C 0.83 0.88 0.22 -0.1584
H -1.34 0.03 -1.33 0.1738
N -0.59 -0.29 2.10 -0.3106
H -0.43 -1.53 -1.45 0.1988
O 0.70 0.07 -0.92 -0.5097
C -0.56 -0.61 -0.90 -0.2899
H 0.50 1.92 0.05 0.2081
H 1.88 0.89 0.54 0.2291
H -0.84 -0.89 0.17 0.2102

***

B | 10
Properties=species:S:1:pos:R:3:nbo_charge:R:1 method="wB97M-V/def2-TZVPD" molar_mass_g_mol=71.08 spin_multiplicity=1 homo_lumo_gap_ev=9.68 smiles="OC[C@@H]1C=N1"
H 1.81 -1.24 -0.39 0.4877
C -0.69 0.18 0.54 -0.1687
H -1.71 -1.79 -0.08 0.1955
O 1.85 -0.31 0.04 -0.7523
N -1.90 0.38 -0.34 -0.2743
H -0.79 0.62 1.55 0.1826
H 1.27 1.69 0.22 0.1908
H 0.73 0.62 -1.25 0.1574
C -1.48 -0.82 -0.07 0.0326
C 0.91 0.68 -0.20 -0.0512

***

C | 10
Properties=species:S:1:pos:R:3:nbo_charge:R:1 method="wB97M-V/def2-TZVPD" molar_mass_g_mol=71.08 spin_multiplicity=1 homo_lumo_gap_ev=10.36
H -1.35 -1.03 -0.83 0.1937
H 2.06 0.56 0.23 0.3962
C -0.44 0.74 0.13 -0.3122
C -0.70 -0.76 0.01 -0.1286
H -1.07 -1.24 0.93 0.2012
H -1.10 1.35 -0.50 0.2250
C 1.50 -0.33 -0.51 0.2371
O 0.64 -1.32 -0.26 -0.4918
H -0.50 1.12 1.16 0.2123
N 0.97 0.89 -0.36 -0.5329

***

D | 10
Properties=species:S:1:pos:R:3:nbo_charge:R:1 method="wB97M-V/def2-TZVPD" molar_mass_g_mol=71.08 spin_multiplicity=1 homo_lumo_gap_ev=10.08 smiles="C=N/C=C/O"
C -0.79 0.00 -0.28 -0.0427
C 1.62 -0.53 -0.96 -0.0820
H -1.52 0.15 -1.05 0.2497
H 1.93 0.43 -0.55 0.1431
H -2.02 1.56 1.09 0.4591
H 2.37 -1.08 -1.54 0.1742
N 0.47 -1.04 -0.83 -0.4157
H 0.21 -0.29 1.71 0.2412
O -1.85 0.69 1.48 -0.7942
C -0.41 0.11 0.93 0.0673

***

In terms of stability, A leads; the second structure lies 180.0 kJ/mol higher.

***

A | 10
Properties=species:S:1:pos:R:3:nbo_charge:R:1 method="wB97M-V/def2-TZVPD" molar_mass_g_mol=71.08 spin_multiplicity=1 homo_lumo_gap_ev="9.00 / 9.34"
C -1.38 0.08 -0.02 -0.6713
H -1.40 0.16 -1.11 0.2285
N 1.40 1.51 -0.20 -0.3147
H -1.99 0.87 0.42 0.2338
O 1.63 -0.83 -0.88 -0.7144
C 1.14 0.30 -0.27 0.3467
H 2.30 -1.20 -0.29 0.4905
H -1.85 -0.88 0.26 0.2398
H 0.15 -0.17 1.56 0.2016
C 0.00 0.16 0.53 -0.0405

***

B | 10
Properties=species:S:1:pos:R:3:nbo_charge:R:1 method="wB97M-V/def2-TZVPD" molar_mass_g_mol=71.08 spin_multiplicity=1 homo_lumo_gap_ev=8.90
H -2.90 0.70 -0.92 0.2067
N -0.79 1.57 1.06 -0.3257
C -2.14 0.83 -0.22 -0.0360
H -0.67 1.21 2.02 0.3511
O -2.25 1.72 0.81 -0.3488
C -0.86 0.50 0.11 0.0686
H 1.57 -0.97 0.30 0.1901
C 0.90 -0.85 -0.51 -0.4809
H 0.51 -1.86 -0.84 0.2022
H 1.38 -0.46 -1.29 0.1727

***

In terms of stability, A leads; the second structure lies 347.8 kJ/mol higher.

***

A | 10
Properties=species:S:1:pos:R:3:nbo_charge:R:1 method="wB97M-V/def2-TZVPD" molar_mass_g_mol=71.08 spin_multiplicity=1 homo_lumo_gap_ev=10.92 smiles="O=CN1CC1"
C -0.94 0.63 0.04 -0.2415
O 2.22 -0.76 0.27 -0.5560
N 0.28 0.14 -0.57 -0.4392
H -1.61 1.18 -0.61 0.2062
H -1.23 -1.33 -1.00 0.2086
C 1.52 0.20 0.04 0.5371
H -0.89 0.99 1.07 0.1988
H 1.84 1.24 0.27 0.1120
H -0.47 -1.45 0.67 0.2106
C -0.71 -0.83 -0.19 -0.2365

***

B | 10
Properties=species:S:1:pos:R:3:nbo_charge:R:1 method="wB97M-V/def2-TZVPD" molar_mass_g_mol=71.08 spin_multiplicity=1 homo_lumo_gap_ev=11.45 smiles=COCC#N
H 1.10 -0.28 -1.54 0.2079
H -0.41 1.83 -0.06 0.1738
O -0.83 -0.07 -0.76 -0.5099
C 1.00 -0.70 0.53 0.2499
C -0.82 0.88 0.30 -0.2902
H -0.21 0.52 1.18 0.2113
H 0.23 -1.79 -1.10 0.2289
H -1.83 0.99 0.65 0.1977
C 0.40 -0.74 -0.82 -0.1572
N 1.36 -0.65 1.63 -0.3122

***

C | 10
Properties=species:S:1:pos:R:3:nbo_charge:R:1 method="wB97M-V/def2-TZVPD" molar_mass_g_mol=71.08 spin_multiplicity=1 homo_lumo_gap_ev="7.07 / 7.07"
O 0.68 -1.13 -0.27 -0.4730
C -0.85 0.58 0.24 -0.4182
N 0.48 0.98 0.22 -0.4621
C -0.78 -0.87 -0.15 -0.0945
H 0.66 1.81 0.76 0.4314
H -1.52 1.28 -0.25 0.1855
C 1.32 0.02 -0.03 0.3038
H -1.24 -1.15 -1.11 0.1630
H 2.40 0.02 -0.02 0.1999
H -1.15 -1.55 0.63 0.1644

***

D | 10
Properties=species:S:1:pos:R:3:nbo_charge:R:1 method="wB97M-V/def2-TZVPD" molar_mass_g_mol=71.08 spin_multiplicity=1 homo_lumo_gap_ev=9.66 smiles="C=C=O.C=N"
C 1.49 0.80 -1.37 -0.8254
H -0.26 -0.78 2.26 0.1524
H -0.83 -1.99 1.00 0.1359
N -1.54 -0.20 0.77 -0.5758
O -0.39 1.56 0.07 -0.4194
C 0.51 1.23 -0.61 0.7282
H 1.46 0.42 -2.37 0.2642
H 2.45 0.52 -1.00 0.2613
H -2.02 -0.49 -0.11 0.3358
C -0.88 -1.06 1.37 -0.0574

***

In terms of stability, A leads; the second structure lies 49.2 kJ/mol higher.

***

A | 10
Properties=species:S:1:pos:R:3:nbo_charge:R:1 method="wB97M-V/def2-TZVPD" molar_mass_g_mol=71.08 spin_multiplicity=1 homo_lumo_gap_ev=10.44 smiles="CN1CC1=O"
H -1.15 -1.80 0.60 0.2153
C 1.38 0.08 -0.15 0.7118
C -1.05 -0.94 -0.08 -0.4178
C 0.45 1.19 0.28 -0.3431
H 0.35 1.77 1.21 0.2051
H -0.90 -1.27 -1.16 0.2010
O 2.38 -0.40 -0.55 -0.5316
H -1.81 -0.13 0.12 0.2126
H 0.23 1.78 -0.56 0.1835
N 0.12 -0.29 0.31 -0.4369

***

B | 10
Properties=species:S:1:pos:R:3:nbo_charge:R:1 method="wB97M-V/def2-TZVPD" molar_mass_g_mol=71.08 spin_multiplicity=1 homo_lumo_gap_ev=8.78
N 0.65 -1.64 0.82 -0.8460
C -0.31 0.30 -1.23 -0.2859
H -0.63 1.06 0.71 0.1802
C -0.62 1.25 -0.39 -0.5110
H 0.19 -0.85 1.37 0.4119
C 0.23 -1.85 -0.42 0.7664
O 0.05 -2.82 -1.07 -0.5444
H 0.65 -2.44 1.44 0.3868
H -0.94 2.38 -0.47 0.2183
H -0.17 0.09 -2.37 0.2238

***

In terms of stability, A leads; the second structure lies 130.1 kJ/mol higher.